1.
Molecular formula: C5H11N
Method: DFT, ωB97M-V/def2-TZVPD

Positions of all 17 atoms, in Å:
C  1.940  0.497  0.805
C  1.092  1.072  -0.340
N  -0.297  0.643  -0.480
C  -1.110  0.456  0.705
C  -0.695  -0.704  -0.130
C  -1.657  -1.403  -1.061
H  2.834  1.114  0.936
H  1.406  0.499  1.763
H  2.272  -0.527  0.609
H  1.061  2.165  -0.254
H  1.581  0.858  -1.299
H  -0.653  0.565  1.689
H  -2.126  0.840  0.642
H  0.069  -1.345  0.316
H  -2.212  -2.190  -0.534
H  -1.132  -1.863  -1.907
H  -2.374  -0.678  -1.461

The maximum force comes out at 0.28 eV/A. The SMILES is CCN1C[C@H]1C. The HOMO-LUMO gap is 10.1 eV. Its net charge is 0.

=====

2.
Molecular formula: C6H6F4N2O3
Method: DFT, ωB97M-V/def2-TZVPD

Positions of all 21 atoms, in Å:
C  1.208  0.591  -1.288
C  -0.201  1.880  0.317
C  -0.388  -0.563  0.295
C  1.012  -0.619  -0.342
C  -2.623  -1.019  -0.340
C  2.125  -0.608  0.730
N  0.601  1.719  -0.820
N  -0.503  0.713  0.960
O  1.851  0.541  -2.294
O  -0.560  2.964  0.680
O  -1.301  -0.720  -0.746
F  1.153  -1.787  -1.036
F  2.270  0.601  1.286
F  1.855  -1.455  1.731
F  3.299  -0.954  0.223
H  -0.501  -1.364  1.044
H  -3.170  -1.228  -1.256
H  -3.085  -0.172  0.176
H  -2.641  -1.900  0.309
H  0.757  2.569  -1.353
H  -1.158  0.810  1.723

The maximum force comes out at 9.37 eV/A. The HOMO-LUMO gap (spin up / spin down) is 6.6 / 6.7 eV. Its spin multiplicity is 3. Its net charge is 0.

=====

3.
Molecular formula: H7NP2Si
Method: DFT, ωB97M-V/def2-TZVPD

Positions of all 11 atoms, in Å:
N  0.019  -0.351  -1.427
Si  -0.950  -1.324  -0.393
P  1.721  -0.152  -1.136
P  0.084  0.811  2.582
H  -0.429  0.407  -1.916
H  -2.315  -1.312  -0.887
H  -0.267  -2.538  0.005
H  1.622  0.570  0.068
H  1.842  1.030  -1.885
H  -1.200  0.860  3.094
H  -0.126  1.999  1.895

The maximum force comes out at 1.13 eV/A. The HOMO-LUMO gap (spin up / spin down) is 7.2 / 7.7 eV. Its spin multiplicity is 3. Its net charge is 0.